[1]
An isolated ion of composition C11H13BrN and charge +1 in a non-equilibrium geometry. Source: the OMol25 dataset; level of theory: the ωB97M-V functional and the def2-TZVPD basis.

Properties
Charge: +1
Frontier orbital gap (spin up / spin down), eV: 5.608 / 5.607
ΔE to the lowest compared entry with this formula, charge and spin, kcal/mol: 59.9
DFT total energy, Ha: -3055.337314

```
26
C11H13BrN the ωB97M-V functional and the def2-TZVPD basis
C -1.70323 2.99371 -0.38167
C -0.85305 2.96213 0.70668
C -2.12385 1.82184 -0.96764
C -0.23789 1.83168 1.15127
C -1.60768 0.65942 -0.39574
C -0.54365 0.64250 0.54616
C -1.82325 -0.69635 -0.90170
C -0.84742 -1.62594 -0.13477
C 1.27635 -1.03845 1.28473
C 0.00337 -0.64267 0.70360
C 2.74821 -0.92692 0.50140
N 2.89663 -2.05798 -0.53035
Br 2.91514 0.69243 -0.49087
H -2.01521 3.96494 -0.90122
H -0.52936 3.87747 1.17853
H -2.83751 1.74840 -1.71948
H 0.29868 1.85499 2.06587
H -2.90185 -1.03659 -0.73368
H -1.76412 -0.81616 -1.96917
H -1.38401 -2.44927 0.34832
H -0.18792 -2.24585 -0.72969
H 1.41871 -0.24640 2.07966
H 1.03866 -2.06084 1.63106
H 3.89779 -2.30150 -0.56956
H 2.45554 -1.87852 -1.47423
H 2.41093 -3.02606 -0.29752
```

Atomic partial charges in e from the natural (NBO) method, atoms 1 to 4:
1. C -0.075
2. C -0.232
3. C -0.225
4. C -0.086

[2]
A 9-piece molecular cluster, C33H63N3O18S6 overall in a non-equilibrium geometry. Source: the OMol25 dataset; level of theory: the ωB97M-V functional and the def2-TZVPD basis.

Properties
Charge: -1
Frontier orbital gap (spin up / spin down), eV: 1.776 / 9.474
Expectation value of S²: 0.7505
2S+1: 2
DFT total energy, Ha: -5202.673861

```
123
C33H63N3O18S6 the ωB97M-V functional and the def2-TZVPD basis
O -1.54763 1.62432 -7.33599
S -0.84044 1.44606 -6.08684
O -0.54653 0.10204 -5.55804
O 0.58904 2.34900 -5.95536
C 1.53461 2.03169 -4.97869
C 2.91952 1.69109 -5.63065
C -1.71721 2.38432 -4.85758
H 1.16816 1.20267 -4.37326
H 1.59778 2.90208 -4.32559
H 2.81012 0.94529 -6.41800
H 3.56761 1.39926 -4.80427
H 3.30389 2.57159 -6.14550
H -2.24782 3.20367 -5.34259
H -1.02640 2.78204 -4.11415
H -2.41883 1.68291 -4.40609
O -0.05125 -6.14177 0.66341
S 1.00517 -5.29269 0.16507
O 0.62208 -3.92643 -0.16648
O 2.25599 -5.19965 1.22605
C 3.04802 -4.00250 1.25594
C 2.53801 -2.87104 2.13950
C 1.88312 -6.06060 -1.31526
H 3.18866 -3.60361 0.25135
H 4.07513 -4.29456 1.47468
H 1.66804 -2.38047 1.70293
H 3.27566 -2.06967 2.18179
H 2.40081 -3.17185 3.17815
H 2.34518 -6.96723 -0.92461
H 2.69193 -5.36148 -1.52770
H 1.13007 -6.29368 -2.06806
O 0.70715 -5.04795 -4.22999
S 0.78008 -3.63137 -4.30208
O 1.81196 -2.84138 -3.55382
O 0.68638 -3.27087 -5.86345
C 1.88760 -3.29105 -6.67386
C 2.65517 -4.65799 -6.69295
C -0.86002 -2.90352 -3.79431
H 2.38231 -2.40894 -6.26734
H 1.57721 -3.09099 -7.69939
H 3.65191 -4.45988 -7.08711
H 2.24910 -5.52169 -7.21948
H 2.88977 -4.99692 -5.68390
H -0.70966 -1.82948 -3.90356
H -0.98260 -3.15211 -2.74014
H -1.66213 -3.26214 -4.43938
O -5.54450 -3.79590 2.19289
S -5.54103 -2.73792 3.23155
O -5.59825 -3.18176 4.66464
O -4.29026 -1.68508 2.97259
C -3.88641 -1.23949 1.71210
C -2.77410 -2.13487 1.24308
C -6.99296 -1.69931 2.93225
H -3.56020 -0.20047 1.75830
H -4.72912 -1.33068 1.02681
H -1.79368 -1.73262 1.49821
H -2.90638 -2.34810 0.18236
H -2.76673 -3.13029 1.68713
H -6.96304 -0.89614 3.66853
H -7.90355 -2.26633 3.12565
H -7.07228 -1.32075 1.91318
O -0.71589 0.83877 3.78116
S -1.49262 2.07346 3.95170
O -2.70887 2.43396 3.16363
O -1.75912 2.27310 5.59982
C -2.69393 3.26115 6.06279
C -4.08949 2.76105 6.41384
C -0.30714 3.51158 3.70945
H -2.95179 3.98568 5.29034
H -2.36856 3.77381 6.96801
H -4.76352 3.45114 6.92136
H -3.86147 2.00105 7.16117
H -4.55647 2.24799 5.57313
H 0.07261 3.56900 2.68935
H 0.43355 3.22624 4.45649
H -0.71523 4.47830 4.00438
O 3.75865 3.18587 7.00735
S 4.28307 3.38054 5.62592
O 5.72786 3.21150 5.34876
O 3.39045 2.61610 4.51684
C 3.95625 2.36386 3.25619
C 3.11415 1.27240 2.52330
C 3.86923 5.11002 5.17542
H 4.97262 2.05378 3.49898
H 4.14896 3.30360 2.73862
H 2.16410 1.34769 3.05230
H 3.70725 0.35947 2.57685
H 2.88554 1.51329 1.48512
H 2.81207 5.03961 4.91935
H 4.45183 5.42701 4.31043
H 4.17640 5.76615 5.98980
N 5.07062 -1.56925 -0.32718
C 6.04492 -0.68915 -0.00872
C 6.45783 0.30713 -0.91748
C 5.91530 0.34937 -2.20462
C 4.92044 -0.51742 -2.53847
C 4.46907 -1.41524 -1.58651
H 6.50122 -0.81826 0.96161
H 7.12019 1.07627 -0.54855
H 6.27077 1.10410 -2.89050
H 4.51208 -0.49555 -3.53805
H 3.58965 -2.01473 -1.76990
N -5.10235 1.84139 0.67646
C -6.35658 1.56384 0.21721
C -7.24260 2.57123 -0.09892
C -6.82294 3.89204 -0.04349
C -5.49093 4.17446 0.26215
C -4.62682 3.09160 0.66501
H -6.74635 0.55842 0.27730
H -8.24016 2.27008 -0.38278
H -7.43091 4.74052 -0.32074
H -5.20502 5.20920 0.38030
H -3.66102 3.22701 1.12900
N -0.48855 0.65734 -2.20507
C 0.54942 -0.03884 -1.71336
C 0.78221 -0.23325 -0.37568
C -0.10605 0.27702 0.57701
C -1.13205 1.01545 0.04810
C -1.37580 1.11874 -1.30535
H 1.25368 -0.48878 -2.39744
H 1.69430 -0.71510 -0.05580
H -0.04669 0.11938 1.64379
H -1.82166 1.57958 0.65851
H -2.15995 1.79940 -1.60239
```

Atomic partial charges in e from the Mulliken method, atoms 1 to 4:
1. O -0.617
2. S 1.065
3. O -0.446
4. O -0.388

[3]
A single C7H10 molecule in a non-equilibrium geometry. Source: the OMol25 dataset; level of theory: the ωB97M-V functional and the def2-TZVPD basis.

Properties
Charge: 0
Frontier orbital gap, eV: 8.681
ΔE to the lowest compared entry with this formula, charge and spin, kcal/mol: 78.1
DFT total energy, Ha: -272.593523

```
17
C7H10 the ωB97M-V functional and the def2-TZVPD basis
C 1.81846 2.13708 -1.85226
C 1.83352 0.71951 -1.64915
C 1.17849 0.15406 -0.66345
C 0.30029 -0.38616 0.07132
C -0.73236 -0.90243 0.74041
C -0.99385 -2.36346 0.93536
C -1.62572 0.08404 1.43105
H 2.54408 2.67645 -1.20917
H 0.82642 2.41257 -1.53333
H 1.86884 2.53258 -2.93823
H 2.47272 0.10833 -2.16701
H -2.04913 -2.35425 1.22936
H -0.23722 -2.83485 1.70137
H -0.77088 -2.82497 0.02715
H -1.17397 1.07339 1.26554
H -1.89624 -0.23375 2.50018
H -2.67509 0.03153 0.87027
```

Atomic partial charges in e from the natural (NBO) method, atoms 1 to 4:
1. C -0.642
2. C -0.230
3. C 0.002
4. C -0.058

[4]
C13H20EuI2N3O8P2 as an isolated structure in a non-equilibrium geometry. Source: the OMol25 dataset; level of theory: the ωB97M-V functional and the def2-TZVPD basis.

Properties
Charge: +2
Frontier orbital gap (spin up / spin down), eV: 4.232 / 4.714
Expectation value of S²: 12.0865
2S+1: 7
ΔE to the lowest compared entry with this formula, charge and spin, kcal/mol: 0.0
DFT total energy, Ha: -3261.033438

```
49
C13H20EuI2N3O8P2 the ωB97M-V functional and the def2-TZVPD basis
I 1.49012 -6.24934 -1.83446
I 2.87949 -3.82959 -0.87372
Eu 1.80783 -1.16845 -0.07659
P 0.77869 -0.79348 -2.91981
C 1.26307 -1.67117 -4.44381
C -0.76699 0.01894 -3.53316
H -0.50587 0.69384 -4.36468
H 1.50797 1.16120 -4.07664
H -1.24423 0.53777 -2.68677
H 1.64365 1.35955 -2.26370
H 0.53112 -2.46440 -4.66631
H -1.46219 -0.75000 -3.88273
C 1.81475 0.70119 -3.12403
H 1.33940 -0.98604 -5.31324
H 2.87638 0.43220 -3.14056
H 2.21990 -2.19958 -4.29518
P 0.14268 -2.50653 2.00368
C 0.21936 -4.10081 2.86849
C 0.94609 -1.44922 3.27014
H -1.76879 -1.01201 1.79977
H -1.70163 -1.77323 3.45433
H -2.29722 -2.67797 2.01636
C -1.57121 -1.93599 2.37067
H 0.88011 -0.39054 2.98439
H 0.40312 -1.65883 4.20430
H 0.02034 -3.99255 3.95144
H 1.22064 -4.53615 2.70623
H 2.00582 -1.71048 3.37481
H -0.48826 -4.81270 2.41814
C 0.24015 -3.40410 -1.11799
O -0.64749 -4.04047 -1.48232
O -2.74319 6.13352 1.60466
N -1.54545 5.76459 1.69993
O -0.61837 6.46169 2.17313
C -1.11640 4.37759 1.26532
C -2.08891 3.42866 0.83967
C -1.80086 2.06946 0.73064
C -0.39589 1.67730 0.69631
O 0.01668 0.54061 0.28104
C 0.59682 2.65590 1.05232
C 0.22953 3.97160 1.36330
N 1.97795 2.29433 0.97009
O 2.77960 3.12849 1.43431
O 2.37858 1.19613 0.42358
N -2.81545 1.23915 0.13866
O -3.92717 1.75041 -0.11288
O -2.55193 0.05099 -0.14702
H -3.08459 3.74326 0.52850
H 0.93228 4.72527 1.73137
```

Atomic partial charges in e from the natural (NBO) method, atoms 1 to 4:
1. I 0.326
2. I 0.037
3. Eu 1.690
4. P 0.782

Q: Among the records above, which one has the lowest charge?
A: C33H63N3O18S6